The following is a DFT calculation (ωB97M-V with the def2-TZVPD basis set) of a cluster of 5 separate species, C24H40N2O12PS6 in total.

total charge: +1
E_LUMO: -5.3 eV

```
85
Properties=species:S:1:pos:R:3:forces:R:3:lowdin_charge:R:1
S 2.1580 4.8085 5.0976 0.026 0.429 0.273 0.672
S 1.6295 -3.6028 -9.1134 -0.003 -0.266 -0.043 0.664
S -2.7779 -3.6951 -2.0010 -0.496 -0.191 0.289 0.867
S 2.5816 -2.8513 4.5551 -0.100 -0.089 0.200 0.677
S -3.7567 -3.3898 -6.3370 0.252 0.925 0.486 0.412
S -1.1320 0.6150 2.4725 0.816 0.287 0.867 0.697
P -4.3089 -1.5556 -6.1843 -0.792 -1.132 -2.411 0.299
O 2.4360 -2.5007 -9.5784 -0.156 -0.130 -0.139 -0.320
O 0.7669 4.4241 4.9867 0.288 -0.149 0.296 -0.342
O -6.0005 -1.5259 -6.4467 2.180 1.094 1.757 -0.257
O -2.1366 -3.5351 -3.5599 -0.630 2.203 0.413 -0.467
O 0.9525 -4.4965 -10.0216 0.154 0.304 -0.118 -0.325
O -0.8104 -1.9596 -4.4683 -2.203 0.475 1.046 0.153
O -3.6884 -0.5443 -7.3868 -1.864 -1.036 1.931 -0.215
O -1.8196 0.2779 3.6958 -0.385 -0.256 -0.498 -0.316
O 3.3716 -4.0093 4.2201 -0.055 0.258 -0.242 -0.308
O 2.3272 -1.7919 3.6032 0.250 -0.265 -0.134 -0.341
O 3.1987 3.8542 5.3922 -0.358 -0.200 -0.119 -0.312
O -1.4681 -0.0074 1.2034 -0.213 0.042 0.586 -0.366
N -1.8203 -0.6137 -1.2491 -1.363 0.732 -1.827 0.069
N -4.9130 0.9566 -2.8699 0.940 -1.333 -0.641 0.106
C 0.2959 2.8593 2.4638 0.230 -0.079 0.199 -0.219
C 2.1167 -2.3120 7.1194 -0.129 0.073 0.129 -0.215
C 2.2906 6.1657 6.2490 0.091 0.365 0.252 -0.228
C 1.0259 -3.4035 5.2350 -0.370 -0.147 0.211 -0.229
C 3.2195 -2.1428 6.0712 0.165 0.279 0.453 -0.219
C -3.9220 1.4879 -0.5932 -1.199 -1.628 -0.691 -0.020
C -1.1466 2.3937 2.2578 -0.110 0.548 -0.224 -0.222
C -1.8430 -2.1889 -3.8970 1.067 -0.975 -0.369 -0.506
C -2.8665 -0.3513 -2.2221 -1.407 0.400 -0.941 -0.140
C 2.8383 7.1823 4.1043 -0.040 0.215 -0.011 -0.213
C 0.8337 -3.6272 -6.5732 0.008 -0.052 0.216 -0.221
C 2.5975 -4.5688 -7.9650 0.275 -0.153 0.372 -0.233
C 3.2534 7.1370 5.5772 0.154 0.005 -0.056 -0.218
C 2.6318 5.7378 3.6411 0.116 0.278 -0.466 -0.223
C 1.2138 1.6993 2.0675 -0.097 0.130 -0.217 -0.198
C 2.3365 -3.9181 -6.6120 0.004 0.073 0.037 -0.220
C 0.6253 0.4610 2.7312 0.327 0.022 -0.271 -0.231
C -5.0370 0.2857 -4.0900 2.399 -1.444 0.181 0.020
C -4.2469 1.7994 0.5490 0.180 -0.203 -0.919 0.167
C -4.0464 -0.7880 -4.5007 -0.371 2.765 2.601 -0.152
C -3.9055 0.6940 -1.9171 0.976 -0.503 -0.198 -0.068
C 1.2962 -3.5438 6.7279 0.079 -0.076 0.115 -0.220
C 0.4563 -2.9835 -7.9094 -0.376 0.158 0.402 -0.224
C -2.9345 -1.1094 -3.5344 -1.966 1.813 0.636 0.003
H 0.3685 -3.6107 7.2982 0.061 -0.015 -0.056 0.118
H 3.5840 7.6897 3.4899 -0.073 -0.057 0.025 0.118
H 1.2985 6.6080 6.3586 0.025 -0.109 -0.020 0.111
H 2.6484 5.8024 7.2114 -0.096 -0.158 -0.094 0.113
H 1.8774 -4.4507 6.9196 -0.074 0.030 -0.041 0.122
H 0.7251 -4.3377 4.7626 0.122 0.096 -0.130 0.110
H 4.2791 6.7653 5.6604 -0.070 0.026 0.048 0.123
H 2.6452 -4.5659 -5.7897 0.001 0.049 -0.063 0.117
H 2.2438 1.8712 2.3839 -0.073 -0.071 -0.004 0.124
H 0.5533 -1.8976 -7.8717 0.072 -0.075 -0.122 0.106
H 2.5380 -2.4091 8.1214 -0.015 0.032 -0.090 0.117
H -1.4968 2.6097 1.2467 -0.032 -0.119 0.040 0.086
H 1.2094 1.5793 0.9789 0.083 -0.074 0.049 0.118
H -0.5534 -3.2555 -8.2168 0.123 0.064 -0.161 0.095
H 1.9006 7.7379 4.0073 0.062 -0.046 0.015 0.120
H -4.2570 -0.6249 -8.1919 0.524 0.042 0.668 0.098
H 3.4605 -1.0929 5.9055 0.072 -0.133 -0.152 0.104
H -4.5617 2.0773 1.5896 0.668 -0.339 -1.660 0.100
H 3.2137 8.1242 6.0397 0.007 -0.088 -0.014 0.120
H -5.6093 1.6918 -2.6656 0.576 -0.549 0.001 0.183
H 0.5693 -2.9797 -5.7365 0.095 -0.197 -0.242 0.079
H -4.1414 -3.4541 -2.1185 0.896 -0.250 -0.587 -0.095
H -6.3736 -1.7858 -5.5700 -0.052 -0.071 -1.036 0.071
H -2.2236 -0.7795 -0.3100 0.467 0.277 -0.678 0.065
H 0.2826 -2.6272 5.0409 0.069 -0.022 -0.043 0.106
H 2.8961 -2.9810 -6.5330 0.010 -0.079 -0.018 0.121
H 4.1207 -2.6918 6.3463 -0.061 -0.019 -0.171 0.108
H 3.5550 5.3067 3.2516 -0.083 -0.089 0.115 0.110
H 0.5064 3.7585 1.8805 -0.083 -0.042 0.027 0.114
H 1.4702 -1.4291 7.1197 0.037 -0.063 -0.005 0.118
H -1.2503 0.2491 -1.2129 -0.246 -0.787 0.377 0.110
H 2.2190 -5.5925 -7.9890 -0.002 0.079 -0.083 0.109
H 0.2844 -4.5657 -6.4483 0.040 0.047 -0.024 0.123
H 0.9848 -0.4702 2.2981 -0.156 -0.022 0.149 0.091
H 3.6468 -4.5497 -8.2562 -0.113 0.027 -0.175 0.110
H -1.8224 2.8402 2.9877 -0.050 -0.176 -0.050 0.108
H 0.8052 0.4689 3.8070 -0.109 -0.071 -0.076 0.113
H 0.4559 3.1071 3.5174 -0.135 -0.129 -0.370 0.074
H 1.8427 5.6638 2.8930 0.048 -0.164 0.095 0.093
H -5.8766 0.5885 -4.7893 1.168 -0.327 1.142 0.152
```
Forces are in eV/Å.


The following is a DFT calculation (ωB97M-V with the def2-TZVPD basis set) of a cluster of 2 separate species, C8H19O2P2 in total.

total charge: +1
E_LUMO: -4.3 eV

```
31
Properties=species:S:1:pos:R:3:forces:R:3:nbo_charge:R:1
P -2.7628 -1.8615 -0.7738 -0.313 -0.659 -1.036 1.277
P -2.4436 0.2466 -0.2233 0.861 0.284 0.372 0.917
O 1.8715 1.1680 -0.3349 -0.075 -0.166 0.003 -0.574
O -3.3502 -1.8125 -2.1223 -0.101 0.236 -0.070 -1.033
C 3.9678 0.5555 -1.2587 0.060 0.102 0.122 -0.432
C 2.6164 1.1793 -1.5665 -0.067 -0.036 -0.119 -0.069
C -3.4407 -0.9529 2.5720 0.487 0.292 -0.019 -0.406
C 3.6158 -0.4287 -0.1476 -0.112 -0.109 -0.105 -0.430
C -1.7869 0.5351 1.4392 -0.068 0.852 2.081 -0.793
C -1.2344 0.8783 -1.4169 -0.257 0.064 0.342 -0.951
C 2.5534 0.3402 0.6223 0.102 0.152 0.091 -0.066
C -2.1276 -0.5935 2.3993 -0.779 -0.067 -0.265 -0.174
H -0.7058 0.6675 1.3852 0.017 0.059 -0.234 0.284
H 4.4242 0.0900 -2.1295 -0.021 -0.019 -0.005 0.232
H -1.6864 1.7034 -1.9601 0.087 -0.070 -0.265 0.283
H -0.8980 0.0790 -2.0728 -0.152 0.053 -0.222 0.280
H 4.4628 -0.7117 0.4735 0.005 0.025 0.010 0.234
H -3.6681 0.9032 -0.3792 -0.063 -0.185 0.027 0.076
H 3.1886 -1.3385 -0.5760 0.013 -0.012 0.019 0.201
H -1.3148 -1.0348 2.9713 0.275 -1.229 -1.287 0.241
H -3.5233 -2.5504 0.1827 0.245 0.186 0.256 -0.021
H 4.6538 1.3149 -0.8795 0.001 0.010 -0.026 0.214
H 2.0659 0.5890 -2.3080 0.047 0.003 -0.035 0.159
H -1.4563 -2.3963 -0.7617 0.004 0.142 0.562 -0.032
H 1.8305 -0.3150 1.1152 -0.044 0.027 -0.021 0.165
H -4.1418 -0.2212 2.9748 -0.510 0.518 -1.757 0.228
H 3.0027 0.9908 1.3776 0.002 -0.044 0.035 0.181
H -3.8357 -1.9318 2.3228 0.333 -0.660 1.938 0.213
H -2.1972 1.4703 1.8488 -0.003 0.205 -0.423 0.295
H -0.3745 1.2341 -0.8448 0.089 0.016 -0.027 0.306
H 2.6948 2.2036 -1.9290 -0.063 0.027 0.059 0.198
```
Forces are in eV/Å.


Gap between HOMO and LUMO for every record listed, in sequence, given in eV: 6.1; 8.3.
F_max for every record listed, in sequence, given in hartree/bohr: 0.0742; 0.0437.
E for every record listed, in sequence, given in eV: -127375.86405; -31266.46648.